1.
DFT (ωB97M-V/def2-TZVPD) results for a cluster of 2 separate species, C11H15N in total.

```
27
C11H15N (ωB97M-V/def2-TZVPD)
H -0.4878 3.7102 -0.0552
C -2.0798 2.4171 0.2586
C 2.7592 -0.8492 -0.5797
C -2.5156 1.0691 0.3354
H 2.6475 -0.3553 -2.8046
H 3.0066 -0.2267 0.2903
H 1.8816 -1.5110 -0.5689
C 0.2342 1.8486 0.9510
H -2.7887 3.1976 -0.0454
H 2.1364 0.8546 -1.6012
C -0.2621 0.5663 1.1803
C -1.5167 0.2091 0.7409
N 0.4917 -0.5881 1.4702
C -2.5276 -2.0459 -0.1767
H 0.3374 -2.5391 1.0650
H -1.9078 -2.8836 -0.7071
H -2.7362 -1.4675 -1.0612
H 1.2185 2.2083 1.0772
H 1.3043 -0.7256 2.0339
H -3.3580 -2.5111 0.2980
C -0.6745 2.7516 0.4246
H 3.4321 -1.6806 -0.4580
H -3.4980 0.8027 0.0218
C -0.2860 -1.6735 1.0064
H 3.8436 0.5807 -1.9301
C 2.8778 0.0889 -1.8088
C -1.5322 -1.2476 0.6434
```

Properties
SMILES ... Cc1c[nH]c2ccccc12.CC
Charge ... 0
E_HOMO ... -0.287 Eh
Frontier orbital gap ... 8.74 eV
E_LUMO ... 0.920 eV

2.
DFT (ωB97M-V/def2-TZVPD) results for a cluster of 2 separate species, C11H15N in total.

```
27
C11H15N (ωB97M-V/def2-TZVPD)
H -0.4785 1.1523 2.9565
C -2.4881 -2.2487 1.0535
H -0.6480 -3.1560 0.3445
C 0.1486 1.6984 1.0422
H 1.9844 0.9700 -3.1879
C 1.4632 0.9144 -2.2486
C 0.8247 1.8285 -1.4717
C 0.0482 0.7897 2.0799
C 0.6486 1.2303 -0.1822
N 1.6187 -0.2605 -1.5316
C -1.5195 -2.6232 -0.0385
H -1.1188 -1.7568 -0.5683
H 1.7960 -1.8495 0.8715
C 0.6385 3.2928 -1.7711
H 1.3910 3.8016 -1.1852
H 0.8236 3.5347 -2.8131
H 0.6917 -1.1049 2.8814
H -0.3650 3.5921 -1.4877
H -2.0109 -1.7013 1.8713
H -3.4051 -1.7967 0.6841
H -2.7606 -3.1289 1.6583
C 1.0695 -0.1078 -0.2783
C 1.2275 -0.9302 0.8362
C 0.6075 -0.4890 1.9938
H -0.0763 2.7332 1.2321
H -1.9522 -3.2064 -0.8558
H 1.8416 -1.1780 -1.8851
```

Properties
SMILES ... Cc1c[nH]c2ccccc12.CC
Charge ... 0
E_HOMO ... -0.288 Eh
Frontier orbital gap ... 8.78 eV
E_LUMO ... 0.957 eV

3.
DFT (ωB97M-V/def2-TZVPD) results for a structure of composition C11H15N.

```
27
C11H15N (ωB97M-V/def2-TZVPD)
H 1.6636 -2.7437 -1.4015
H 1.3178 1.7471 1.6327
N 0.7788 0.3063 -0.3844
H -3.5133 1.9559 0.5530
C 1.1618 -1.8121 0.8498
H 0.7768 -2.8706 0.8110
H 1.8199 1.9156 -1.3094
H 2.1696 -1.7987 0.8400
C -1.4570 1.5922 -0.1344
H 1.2966 -1.2680 -2.3631
C -2.2047 -1.0988 0.2842
C 1.7962 1.2629 -0.4843
C 0.9064 -1.9743 -1.6169
H 0.7337 -1.5316 1.8317
H -2.5070 -2.1066 0.5965
C -2.8005 1.1949 0.2024
C -0.5347 0.5316 -0.1105
H 2.4728 2.8969 0.7631
C 0.5345 -1.1668 -0.3471
H -4.1201 -0.4006 0.8192
H 2.7853 0.9310 -0.4188
H -1.1659 2.5453 -0.1953
H 0.0435 -2.3681 -2.1156
H 0.6328 2.8728 0.6211
C -3.1894 -0.1183 0.4543
C 1.5573 2.2795 0.6671
C -0.9548 -0.7739 -0.0449
```

Properties
Charge ... 0
E_HOMO (spin up / spin down) ... -0.132 / -0.297 Eh
Frontier orbital gap (spin up / spin down) ... 4.33 / 6.41 eV
Expectation value of S² ... 2.02
E_LUMO (spin up / spin down) ... 0.752 / -1.672 eV
Spin multiplicity ... 3

4.
DFT (ωB97M-V/def2-TZVPD) results for a cluster of 2 separate species, C11H15N in total.

```
27
C11H15N (ωB97M-V/def2-TZVPD)
H 1.3293 -1.1261 0.3806
H 2.9157 0.4669 1.2068
H 0.2876 3.1532 -0.4702
H -0.4936 2.9501 2.1458
H -0.8254 1.2170 2.6524
C -1.0501 2.0317 1.9691
C -0.8152 1.5303 0.5862
H -0.6573 -0.9102 -3.0270
H 2.4832 -1.8550 1.3452
C -1.3266 0.3112 0.0730
H 4.2069 -0.2095 0.2917
H -2.7036 -2.7781 0.2458
H 2.8408 0.4146 -0.6174
C -0.8746 0.2291 -1.2625
N -0.2333 1.4263 -1.5899
H 0.4648 1.5675 -2.3109
C -1.7264 -1.9763 -1.4504
C -2.1979 -1.9103 -0.1336
C -1.0322 -0.8958 -2.0078
H -2.0779 -2.7671 -2.1030
C 3.1207 -0.1045 0.3039
C -0.0954 2.1444 -0.4714
C 2.3536 -1.4414 0.3398
H -2.1190 2.2480 2.0640
H -2.4095 -0.7828 1.6378
H 2.6306 -2.1472 -0.4338
C -1.9952 -0.7857 0.6357
```

Properties
Charge ... +1
E_HOMO (spin up / spin down) ... -0.481 / -0.499 Eh
Frontier orbital gap (spin up / spin down) ... 9.31 / 6.55 eV
Expectation value of S² ... 0.77
E_LUMO (spin up / spin down) ... -3.775 / -7.018 eV
Spin multiplicity ... 2

5.
DFT (ωB97M-V/def2-TZVPD) results for the molecule C11H15N3.

```
29
C11H15N3 (ωB97M-V/def2-TZVPD)
H -0.1040 -1.3194 2.0752
C -1.0440 -1.0182 -0.3652
C -0.0202 0.8643 -1.4379
H -2.3516 -2.1134 -1.5798
C 0.7910 -0.7121 1.9159
H 0.7973 0.7220 -2.2138
H 2.3434 1.3694 -0.2939
C -2.4001 1.0815 -0.8690
H -1.4696 1.6103 -2.8228
N 0.0969 -0.1847 -0.4151
H -3.4347 1.1190 -1.2198
N 3.0227 0.8950 1.5868
C -2.2828 -0.1573 0.0753
C -1.3973 0.8721 -2.0245
H 1.6141 -1.0874 3.8311
H -0.6404 -2.1862 -2.1830
H -1.3004 -0.4566 -3.5429
H 3.6441 0.2508 3.5004
H -3.1916 -0.8089 0.1774
C 2.8691 0.1815 2.7378
N -1.7337 -0.4212 -2.6492
C 0.9959 -0.0604 0.6643
H -2.0830 0.2205 1.0770
H -0.9184 -1.9106 0.3051
H 0.2109 1.8684 -1.0315
C 1.6990 -0.5602 2.9098
C -1.4225 -1.5176 -1.7506
C 2.1064 0.8133 0.5822
H -2.1835 1.9775 -0.3648
```

Properties
SMILES ... c1cncc(N2C[C@@H]3CC[C@H]2CN3)c1
Charge ... 0
E_HOMO ... -0.285 Eh
Frontier orbital gap ... 8.53 eV
E_LUMO ... 0.768 eV

6.
DFT (ωB97M-V/def2-TZVPD) results for a cluster of 2 separate species, C11H15NO in total.

```
28
C11H15NO (ωB97M-V/def2-TZVPD)
C 0.8528 1.3777 -0.5077
H 0.7443 0.4229 -2.4147
C -1.1761 1.3709 0.8725
H -0.6391 -2.5019 -1.1106
H 1.5796 4.2729 2.3045
H 1.9282 1.6927 -0.5589
H -1.8671 -4.8596 -1.4576
H 0.8641 -3.1899 -2.7807
C 1.8213 3.3796 1.7808
N -1.5370 1.8204 2.0834
H -0.5518 3.3215 3.5694
C 0.1610 1.8348 0.6764
O -1.1936 -4.1881 -1.9211
C -0.4723 2.6423 2.6519
H -2.4195 1.7715 2.4750
H 2.0737 3.7538 0.7042
C -1.7101 0.4671 -0.0356
H 1.7681 -3.2182 -1.0359
H -0.4722 -3.8072 0.0650
H 1.2461 -4.6930 -2.0033
C 1.0112 -3.6837 -1.7105
C 0.5312 2.6434 1.7129
C 0.2974 0.6038 -1.4410
C -0.3667 -3.4928 -1.0372
H -2.7386 0.1170 0.1050
H 2.7133 2.7717 1.9943
C -0.9833 0.0494 -1.1559
H -1.4647 -0.6790 -1.8244
```

Properties
SMILES ... Cc1c[nH]c2ccccc12.CCO
Charge ... 0
E_HOMO ... -0.290 Eh
Frontier orbital gap ... 8.77 eV
E_LUMO ... 0.874 eV

7.
DFT (ωB97M-V/def2-TZVPD) results for a structure of composition C11H15NS.

```
28
C11H15NS (ωB97M-V/def2-TZVPD)
C 0.5897 -1.3436 0.2249
C -0.0183 1.3871 1.0854
C -0.2910 -1.4378 -1.0200
H 2.2452 -0.4057 -0.8004
H -1.0157 -1.8892 1.5631
H 2.2396 -0.1496 0.9458
H 1.1225 -2.2898 0.3655
S -2.9441 1.6297 -0.1852
H 0.3080 -1.0176 2.3454
H -0.5292 1.9716 -1.5486
H -0.5443 2.3362 0.9643
C 0.8608 1.1117 -0.1348
H -1.6521 -0.1736 -2.1264
C -3.2136 -1.2582 0.1103
C -1.0397 0.2482 1.2456
H -3.4334 1.2826 -1.3756
H 0.6198 0.8395 -2.2688
N -4.0289 -2.0567 0.1227
C 1.6027 -0.2092 0.0609
C -1.8472 0.2184 -0.0193
H 1.5810 1.9272 -0.2513
H -1.6866 0.4487 2.1057
H 0.3134 -1.6648 -1.8991
H -1.0228 -2.2402 -0.8967
C -1.0215 -0.1107 -1.2327
C -0.2981 -1.0742 1.4392
H 0.5934 1.4537 1.9869
C -0.0027 1.0273 -1.3931
```

Properties
Charge ... 0
E_HOMO ... -0.352 Eh
Frontier orbital gap ... 9.98 eV
E_LUMO ... 0.409 eV

8.
DFT (ωB97M-V/def2-TZVPD) results for the molecule C11H15NS.

```
28
C11H15NS (ωB97M-V/def2-TZVPD)
N -0.4407 0.4237 -1.0137
C -4.2746 -0.2468 0.6548
H 3.5166 -0.5302 0.0714
H -5.2331 -0.4320 1.1373
H 1.2163 1.4937 1.7164
C 0.4795 -0.6685 -0.6127
C 1.4014 -0.4229 0.7014
H 1.5775 -1.4356 1.0411
C 1.3907 -1.0426 -1.8787
H 2.0952 -0.2543 -2.1086
C 0.7822 0.4897 1.7968
H 2.0331 -1.7746 -1.4818
C -2.6464 1.3585 -0.2873
H -3.4914 -2.2846 0.6969
H -2.4079 2.3803 -0.4839
C 2.8036 0.2357 0.3117
C -1.6881 0.3334 -0.3573
H 1.1291 0.0388 2.6971
S -0.7176 -2.0728 -0.1874
H 3.1508 0.6990 1.1746
H -0.2991 0.4357 1.9282
C -3.2546 -1.1950 0.5542
C -3.9216 1.0299 0.2209
C -2.0225 -0.9176 0.0341
H -0.0995 1.3169 -1.2990
H -4.6034 1.8070 0.7319
H 2.7036 0.9869 -0.4557
H 0.6942 -1.1787 -2.6301
```

Properties
SMILES ... CC(C)[C@]1(C)Nc2ccccc2S1
Charge ... 0
E_HOMO ... -0.278 Eh
Frontier orbital gap ... 8.39 eV
E_LUMO ... 0.827 eV

9.
DFT (ωB97M-V/def2-TZVPD) results for a cluster of 2 separate species, C11H15NS in total.

```
28
C11H15NS (ωB97M-V/def2-TZVPD)
H -0.8118 1.3799 1.6447
S -3.7064 -1.9116 -0.0698
H 3.6665 0.8129 -3.0686
C 3.5741 -0.3571 -1.3367
C 0.7328 2.2421 0.2934
C -2.8500 -1.8433 1.5950
C 2.5357 1.8268 -1.5741
H 0.9253 4.4869 0.2581
C 3.3407 0.8019 -2.0608
C 2.7510 -0.6957 -0.2902
H 0.6921 -0.4595 1.8476
H -3.2518 -2.4545 2.3861
H -1.7677 -1.8088 1.5971
N 0.7351 0.0951 1.0046
H -0.1559 3.7254 -0.9036
H -4.0680 -4.1515 0.6642
H 2.4882 2.7976 -2.0555
C -4.0084 -3.6750 -0.3210
H -3.2386 -0.8053 1.9244
C 0.1414 1.3523 1.1231
H -3.2292 -4.1145 -0.9465
C 1.8497 0.2544 0.1633
H -0.5676 3.9701 0.7209
C 0.2465 3.6516 0.1093
H 4.2865 -1.1316 -1.6636
H -4.9603 -3.8858 -0.7830
H 2.7909 -1.7241 0.1007
C 1.8590 1.6212 -0.3591
```

Properties
SMILES ... Cc1c[nH]c2ccccc12.CSC
Charge ... 0
E_HOMO ... -0.290 Eh
Frontier orbital gap ... 8.67 eV
E_LUMO ... 0.774 eV